Formula: C9H36HfN19O12
Source: OMol25
Level of theory: ωB97M-V/def2-TZVPD

energy above the lowest of the compared OMol25 structures with the same formula, charge and spin = 3.182 eV
molar mass = 781.0 g mol⁻¹
charge = +3
HOMO-LUMO gap = 1.89 eV
LUMO energy = -0.4867 Eh

The geometry in XYZ format:
```
77
Properties=species:S:1:pos:R:3:forces:R:3:lowdin_charge:R:1
C 4.283737 0.991907 -1.169776 0.388 2.332 2.255 -0.672
O -1.297693 -0.146093 -0.661926 -0.590 -0.195 0.216 0.032
N -5.739703 -2.369523 0.335354 -2.031 -1.351 -0.813 0.178
H -5.463803 -0.104453 -0.103606 0.617 1.154 -0.030 0.122
N -1.330633 -2.455933 3.200494 -3.185 -6.922 1.454 0.189
O -0.324133 -0.266773 -3.503566 5.726 -2.213 2.580 -0.105
O 0.749397 -0.324163 -0.922766 6.334 -1.726 -2.574 -0.111
H 0.096487 2.936497 0.045694 -0.265 0.085 -0.180 0.044
C -3.715133 2.758747 0.820744 -0.087 1.140 -2.053 -0.833
H -0.329423 0.155177 2.395394 -0.173 0.527 0.480 0.078
H 4.988117 2.684407 -0.490936 -0.738 0.827 0.528 0.138
C -0.193283 -3.685183 -1.325166 2.247 0.646 0.933 -0.602
H -0.431203 0.927777 -5.758826 -0.139 -0.385 0.097 0.151
H 4.616967 -4.033893 0.300434 1.468 -0.167 -0.506 0.133
N 2.745937 -3.319953 0.706024 -3.139 -1.078 3.489 0.261
N -2.524703 0.208337 -3.565896 -0.908 -0.278 2.578 0.256
H -3.276613 0.697157 -4.030426 0.066 0.050 0.263 0.155
N 0.036507 -4.923753 -1.542216 0.501 -2.489 -2.238 0.245
H -0.462023 -5.542443 -0.918676 0.525 -0.887 -0.757 0.159
N -0.865313 -0.524043 2.916544 2.218 5.749 -1.816 0.204
H 6.180807 1.088727 -0.583776 0.120 -0.297 0.131 0.144
N 2.451017 2.280157 2.872004 -0.913 6.160 -1.067 0.189
N -2.912343 1.829607 1.231794 2.207 -3.572 2.951 0.149
H 3.191107 2.625587 -0.525826 0.337 0.186 -0.116 0.129
H -1.156133 -3.450743 3.199494 -0.320 -0.045 0.265 0.131
H 5.807577 -0.353403 -1.406416 -0.266 0.181 0.029 0.132
O -4.693193 3.097057 1.366334 -3.563 1.104 2.307 0.126
H 0.625427 -5.149663 -2.331036 -0.443 -0.898 0.208 0.152
H -1.322113 -4.180033 0.312564 -0.006 0.004 -0.216 0.164
N 4.106687 2.218087 -0.651336 0.571 -0.325 -0.736 0.232
N -1.250483 0.602647 -5.265716 -0.224 1.387 -4.325 0.230
H -1.814383 -0.235763 3.106964 0.251 -0.673 0.238 0.126
H -0.056613 3.871557 -1.380836 0.148 0.276 0.322 0.096
O 0.768047 4.707307 1.584054 -0.390 0.024 -1.286 0.039
H 3.367697 -3.471213 1.487454 -0.815 -0.300 0.495 0.166
H 1.751517 -3.198823 0.834724 -0.097 0.400 0.919 0.101
H 2.053557 2.435607 1.956604 0.043 0.066 0.415 0.077
C 3.304297 -2.857853 -0.321076 4.956 -1.898 0.843 -0.687
N -0.047023 3.845167 -0.371226 -0.815 -3.250 -0.018 0.133
N -4.626813 -0.434333 0.355454 -0.965 1.579 -1.678 0.181
H -2.159313 0.695087 -5.696516 0.458 0.573 -0.724 0.151
C -1.324933 0.193527 -4.063026 -0.829 -0.027 -0.964 -0.696
H 2.318947 3.013147 3.554194 -0.161 0.271 -0.326 0.139
C -4.833263 -1.610773 0.897284 1.767 0.188 -0.430 -0.792
N -0.157513 0.185027 -0.312486 -5.202 1.516 0.046 -0.539
C 2.681317 1.139817 3.377894 0.014 -3.549 1.552 -0.774
H -5.901593 -2.184763 -0.644316 -0.484 -0.647 0.284 0.116
O -4.078283 -2.020543 1.730134 2.245 -1.510 3.273 0.026
H 2.593237 0.488137 1.455624 -0.156 -0.477 0.256 0.060
N -3.343133 3.205167 -0.359766 0.848 1.249 -3.476 0.168
H 0.975357 6.649837 0.166254 -0.280 0.509 -0.490 0.146
H -3.813123 0.089807 0.644054 -0.579 0.549 -0.020 0.060
H 2.678077 -0.735423 2.714794 -0.173 0.077 -0.396 0.085
H 0.193127 5.989657 -1.264486 0.090 0.076 0.482 0.132
O 2.763927 -2.153563 -1.122176 -2.633 4.096 -7.330 -0.099
N 5.463517 0.480107 -0.951446 2.476 -0.777 -0.426 0.229
H -3.911043 3.885877 -0.843716 0.353 -0.075 0.126 0.125
H -2.483913 0.215527 -2.556746 -0.830 -0.446 0.439 0.112
H -2.302113 -2.179653 3.201684 0.048 -0.039 0.097 0.102
N -0.830843 -3.487823 -0.234796 -1.862 3.028 2.271 0.271
N 2.816557 0.214877 2.401964 0.741 -2.247 -1.004 0.152
H -3.183373 1.610317 2.179724 0.782 -0.383 0.219 0.134
C 0.417607 4.859507 0.405124 0.408 -3.844 2.542 -0.738
O 0.008847 1.021297 0.556314 1.205 -0.024 0.241 0.025
N 0.518567 5.887617 -0.313816 1.301 6.180 -1.575 0.191
O 0.524307 -2.768513 -1.883966 0.758 1.738 -3.418 -0.159
H -1.980903 1.673027 0.874044 -0.225 0.127 0.503 0.061
O 2.718277 0.874087 4.559434 0.374 -0.188 0.505 0.088
O 3.334947 0.346567 -1.585656 -4.122 -3.069 -3.893 -0.087
H 5.274897 -3.170253 -1.068116 -0.280 0.071 0.124 0.134
H -0.736103 -2.575323 0.187654 -0.511 0.192 0.202 0.111
O 0.645307 -2.126733 2.261674 2.501 -0.297 -1.458 0.009
N 4.594727 -3.241033 -0.324846 0.612 -0.310 -0.520 0.219
H -2.449703 2.881147 -0.701656 -0.355 0.705 -0.324 0.065
H -5.747833 -3.286653 0.758314 -0.487 -0.089 -0.627 0.126
Hf 1.817527 -1.258803 -2.940176 -4.855 0.595 10.174 2.393
C -0.394253 -1.732813 2.744474 -1.604 1.329 0.476 -0.775
```
Forces are in eV/Å.